Record 1
{
  "formula": "C4H8ClNOS",
  "method": "ωB97M-V/def2-TZVPD",
  "gap_ha": 0.348,
  "e_above_lowest_kcal_mol": 79.4,
  "fmax_ev_per_a": 5.44,
  "species": ["C", "C", "O", "C", "N", "Cl", "C", "S", "H", "H", "H", "H", "H", "H", "H", "H"],
  "coordinates": [[2.009, -0.657, 0.295], [0.773, 0.067, -0.552], [1.173, 1.417, -0.772], [-0.797, 0.114, -0.050], [-1.418, -0.962, -0.568], [-3.065, -1.052, -0.136], [-1.262, 0.757, 1.209], [-1.619, 1.836, -0.129], [2.870, -0.757, -0.276], [1.596, -1.761, 0.260], [2.197, -0.262, 1.318], [0.768, -0.537, -1.485], [0.371, 1.874, -1.132], [-1.199, -1.310, -1.495], [-0.355, 1.052, 1.803], [-2.043, 0.179, 1.711]],
  "forces_ev_per_angstrom": [[-5.19, -1.57, 0.34], [1.09, 0.96, 1.07], [-0.51, -0.67, -0.59], [3.01, 1.40, 0.12], [-1.34, -1.88, 0.22], [-0.29, -0.76, -0.68], [2.46, -1.43, 0.81], [-0.66, 0.59, -0.91], [1.55, 0.62, -1.23], [0.87, 1.85, 0.94], [-0.31, -0.35, -0.82], [-0.20, 0.44, 0.15], [0.95, -0.24, 0.53], [-0.34, 0.45, 0.11], [-1.26, -0.15, -0.16], [0.17, 0.74, 0.11]]
}



Record 2
{
  "formula": "C45H51AsBrI2MoN4O6SSi2Te",
  "method": "ωB97M-V/def2-TZVPD",
  "gap_ha": [0.128, 0.127],
  "e_above_lowest_kcal_mol": 479.0,
  "fmax_ev_per_a": 10.35,
  "spin_multiplicity": 4,
  "total_charge": -2,
  "species": ["Mo", "O", "C", "C", "C", "N", "C", "C", "C", "O", "O", "C", "O", "O", "H", "H", "H", "I", "C", "C", "N", "N", "C", "H", "H", "H", "S", "Br", "C", "C", "C", "C", "C", "C", "I", "H", "H", "H", "H", "C", "Si", "C", "C", "As", "Si", "C", "C", "C", "H", "H", "H", "H", "H", "H", "H", "H", "H", "H", "H", "H", "H", "H", "H", "H", "H", "H", "C", "C", "C", "C", "C", "C", "Te", "N", "C", "O", "C", "C", "C", "C", "C", "C", "C", "C", "C", "C", "C", "C", "C", "C", "C", "C", "H", "H", "H", "H", "H", "H", "H", "H", "H", "H", "H", "H", "H", "H", "H", "H", "H", "H", "H", "H", "H", "H", "H"],
  "coordinates": [[11.997, 10.909, 21.007], [9.322, 8.788, 26.236], [9.987, 9.152, 25.109], [11.171, 8.620, 24.690], [11.876, 9.294, 23.689], [11.281, 10.214, 22.911], [10.051, 10.760, 23.290], [9.378, 10.185, 24.353], [9.598, 12.007, 22.640], [8.576, 12.643, 22.916], [10.521, 12.406, 21.786], [13.400, 9.166, 23.349], [14.177, 8.351, 23.783], [13.712, 10.236, 22.625], [10.059, 7.974, 26.556], [11.510, 7.730, 25.220], [8.556, 10.684, 24.698], [13.183, 14.567, 16.032], [12.516, 13.855, 17.847], [11.738, 14.448, 18.796], [11.582, 13.617, 19.815], [12.264, 12.480, 19.611], [12.718, 12.603, 18.394], [11.164, 15.422, 18.783], [10.996, 13.712, 20.653], [13.314, 11.771, 18.011], [10.160, 10.455, 19.337], [8.161, 18.681, 20.383], [8.547, 17.514, 18.957], [8.901, 18.030, 17.727], [9.138, 17.208, 16.609], [9.035, 15.846, 16.657], [8.718, 15.312, 17.947], [8.463, 16.064, 19.079], [8.530, 14.981, 20.941], [9.059, 19.061, 17.609], [9.547, 17.665, 15.756], [9.262, 15.070, 15.884], [8.630, 14.182, 18.063], [5.111, 8.702, 19.598], [6.513, 9.802, 19.037], [6.043, 11.512, 19.577], [6.685, 10.205, 17.221], [8.371, 9.161, 20.098], [9.095, 7.046, 19.935], [7.808, 5.828, 19.418], [10.791, 6.824, 19.221], [9.316, 6.580, 21.747], [4.327, 8.789, 19.000], [4.653, 8.911, 20.612], [5.412, 7.583, 19.713], [5.122, 11.648, 18.974], [6.725, 12.121, 18.953], [5.931, 11.892, 20.642], [5.698, 10.526, 16.386], [7.503, 9.119, 16.683], [7.852, 11.234, 13.418], [7.783, 5.265, 18.352], [7.848, 5.310, 20.338], [7.434, 10.633, 13.745], [11.346, 7.540, 18.414], [10.721, 5.872, 18.611], [11.630, 6.812, 19.993], [8.575, 6.985, 22.395], [10.556, 6.595, 22.285], [9.053, 5.203, 21.725], [8.196, 7.445, 11.208], [9.497, 7.331, 11.777], [10.606, 8.061, 11.517], [11.910, 7.878, 12.174], [12.976, 8.819, 11.661], [11.892, 6.885, 13.099], [13.587, 6.684, 14.391], [13.127, 9.882, 20.128], [13.762, 9.272, 19.027], [14.226, 9.773, 18.061], [14.013, 7.794, 19.256], [13.927, 6.970, 18.144], [14.194, 5.582, 18.374], [14.415, 5.085, 19.684], [14.417, 5.929, 20.755], [14.275, 7.272, 20.491], [14.417, 8.721, 14.340], [15.583, 8.747, 13.652], [16.231, 9.916, 13.335], [15.598, 11.110, 13.707], [14.368, 11.178, 14.385], [13.800, 9.904, 14.790], [12.399, 9.829, 15.316], [10.988, 5.790, 13.193], [10.819, 4.729, 14.237], [9.837, 6.017, 12.387], [7.146, 6.639, 11.447], [8.106, 7.821, 10.258], [7.814, 8.570, 11.959], [10.536, 9.024, 11.098], [13.793, 8.372, 10.969], [13.505, 9.385, 12.467], [12.419, 9.627, 10.777], [13.755, 7.405, 17.158], [14.273, 5.105, 17.460], [14.527, 4.053, 19.635], [14.469, 5.430, 21.800], [14.397, 7.935, 21.327], [15.811, 7.771, 13.340], [16.821, 10.030, 12.507], [16.001, 12.081, 13.451], [13.713, 12.026, 14.694], [12.231, 8.960, 15.759], [11.815, 9.672, 14.408], [12.117, 10.671, 15.920], [12.369, 4.321, 14.625], [10.596, 3.872, 13.921], [10.414, 4.975, 15.095], [8.845, 4.929, 12.382]],
  "forces_ev_per_angstrom": [[-0.82, -0.85, 0.60], [4.11, -4.29, 1.04], [-2.00, 1.75, -1.27], [0.66, 0.02, 0.30], [-0.01, -0.66, -1.10], [-1.97, 0.71, 1.01], [0.76, -2.99, 1.31], [2.75, -0.24, -0.50], [0.97, 1.70, -1.80], [0.85, -0.84, 0.10], [-0.80, -0.17, 1.03], [-0.04, 3.82, -1.81], [-0.29, -1.06, 0.63], [-0.42, -1.81, 1.20], [-3.63, 3.26, -0.63], [0.71, 0.29, -0.21], [-2.24, 0.91, 0.83], [-0.21, 0.08, 0.26], [-0.33, -0.20, -0.16], [-1.90, 2.93, 0.19], [0.14, 0.69, 0.53], [-1.16, 1.03, 0.08], [2.92, -2.26, -1.17], [1.06, -1.30, 0.09], [0.05, -0.28, -0.15], [-0.19, 0.26, -0.05], [-0.44, -0.17, 0.45], [0.09, -0.07, 0.07], [-0.16, -2.22, -0.43], [-0.14, -1.31, -0.05], [0.28, -0.04, 0.55], [-0.33, -1.56, 1.84], [-0.63, -1.77, -0.65], [0.82, 1.55, 0.45], [-0.56, 0.49, -0.79], [0.02, 1.27, -0.03], [0.17, 0.66, -1.16], [-0.21, 1.32, 0.42], [0.33, 1.54, -0.20], [2.85, -2.71, 3.89], [-0.50, 0.75, 0.51], [-0.26, 1.30, -0.11], [-0.71, -3.72, -4.30], [1.52, 1.76, 1.04], [-0.70, -2.71, -1.01], [0.65, 1.03, -2.74], [3.25, 1.03, -2.43], [3.41, -4.60, 1.37], [-3.55, 0.18, -3.17], [1.00, 0.39, -0.78], [-0.27, 1.79, -0.65], [-0.19, 0.09, 0.66], [0.13, 0.26, 0.85], [0.24, -0.64, -1.44], [3.22, -0.90, 2.56], [-2.52, 3.63, 1.25], [-0.94, -1.35, 0.71], [0.05, 1.25, 2.72], [-0.65, -1.70, 0.32], [0.95, 1.35, -0.70], [-1.93, -1.06, 1.74], [0.31, 0.62, 1.08], [-1.22, -0.53, -0.76], [-0.30, 0.38, 0.86], [-3.95, 0.28, -1.63], [0.95, 4.20, 0.27], [-6.27, 2.46, 4.74], [2.31, -6.31, 0.52], [1.90, 0.87, 1.79], [-3.11, 0.40, -2.44], [0.10, 2.04, -2.75], [2.71, -1.61, 1.59], [0.12, 0.78, 0.44], [1.70, -1.01, -3.14], [-1.41, -1.76, 5.36], [0.82, 2.36, -3.07], [-0.67, 0.59, -1.04], [1.00, -1.65, 1.15], [-0.32, 3.69, 1.13], [-0.63, 0.90, -3.26], [0.00, -1.71, 1.58], [0.16, 0.55, 1.87], [-1.58, 0.00, 1.38], [0.63, -0.04, -0.14], [-2.58, 1.12, 1.10], [-1.15, 1.24, 0.72], [-0.56, -2.96, 1.29], [0.16, 0.72, -1.01], [1.26, 2.68, -2.57], [-3.40, 2.10, -1.31], [9.33, 4.31, -1.20], [-2.41, -1.91, 0.80], [4.03, 2.24, -0.56], [-0.04, 0.62, -2.41], [0.44, -3.15, -2.32], [-0.41, 0.94, -1.07], [-1.33, 0.12, 1.46], [-0.68, -0.23, -1.12], [1.61, -2.20, 3.02], [-0.01, -0.32, 0.37], [0.03, -2.06, -1.24], [0.34, -1.87, 0.98], [0.16, 1.50, -1.71], [-0.23, 0.40, 0.17], [1.34, -0.75, -0.98], [2.44, -0.27, -1.46], [0.38, -0.08, -0.42], [1.34, -0.31, -0.63], [-0.52, -3.67, 2.75], [-0.63, 0.78, -0.13], [-0.39, 0.34, 0.12], [-3.95, 0.98, -0.73], [-2.28, -6.75, -2.86], [-1.87, 1.56, 4.27], [3.06, 3.74, 0.06]]
}



Record 3
{
  "formula": "C47H34Cl4N2O6P2Ru",
  "method": "ωB97M-V/def2-TZVPD",
  "gap_ha": [0.204, 0.197],
  "fmax_ev_per_a": 12.19,
  "spin_multiplicity": 2,
  "total_charge": -1,
  "species": ["Ru", "O", "C", "O", "C", "P", "C", "C", "C", "C", "C", "C", "C", "C", "C", "C", "C", "C", "H", "H", "H", "H", "H", "H", "H", "H", "H", "H", "H", "H", "O", "C", "C", "C", "C", "C", "C", "C", "N", "C", "C", "N", "H", "H", "H", "H", "H", "H", "H", "Cl", "C", "C", "Cl", "C", "Cl", "C", "O", "C", "O", "C", "Cl", "O", "P", "C", "C", "C", "C", "C", "C", "C", "C", "C", "C", "C", "C", "C", "C", "C", "C", "C", "C", "H", "H", "H", "H", "H", "H", "H", "H", "H", "H", "H", "H", "H", "H", "H"],
  "coordinates": [[1.778, 1.309, 0.708], [1.756, 5.068, 2.163], [1.312, 4.014, 1.761], [1.800, 3.309, 0.783], [0.014, 3.468, 2.382], [-0.539, 1.999, 1.428], [-1.285, 0.858, 2.655], [-0.775, 0.718, 3.940], [-1.302, -0.225, 4.813], [-2.350, -1.036, 4.410], [-2.868, -0.904, 3.127], [-2.338, 0.030, 2.254], [-2.097, 2.653, 0.702], [-2.356, 2.695, -0.659], [-3.552, 3.211, -1.144], [-4.501, 3.698, -0.263], [-4.258, 3.653, 1.105], [-3.069, 3.132, 1.583], [-0.718, 4.274, 2.379], [0.235, 3.202, 3.414], [0.045, 1.339, 4.266], [-0.883, -0.323, 5.807], [-2.766, -1.769, 5.091], [-3.686, -1.539, 2.807], [-2.730, 0.130, 1.252], [-1.629, 2.320, -1.349], [-3.735, 3.230, -2.210], [-5.429, 4.111, -0.636], [-5.000, 4.025, 1.800], [-2.891, 3.086, 2.651], [1.979, 1.233, 2.748], [2.209, 0.222, 3.532], [2.342, 0.492, 4.917], [2.485, -0.506, 5.848], [2.513, -1.845, 5.447], [2.438, -2.133, 4.105], [2.313, -1.133, 3.131], [2.392, -1.484, 1.724], [2.223, -0.681, 0.687], [2.519, -1.398, -0.456], [2.851, -2.659, -0.106], [2.765, -2.703, 1.271], [2.318, 1.534, 5.214], [2.571, -0.255, 6.898], [2.609, -2.638, 6.176], [2.465, -3.173, 3.798], [2.501, -0.963, -1.438], [3.130, -3.511, -0.698], [2.975, -3.494, 1.849], [7.365, 1.670, -3.570], [5.728, 1.537, -3.031], [4.712, 1.469, -3.931], [5.025, 1.653, -5.643], [3.302, 1.325, -3.574], [2.118, 1.040, -4.481], [3.109, 1.521, -2.118], [1.833, 1.480, -1.523], [4.149, 1.500, -1.163], [3.926, 1.418, 0.092], [5.450, 1.498, -1.660], [6.721, 1.460, -0.507], [-0.809, -0.086, -0.204], [-0.995, -0.909, -1.445], [-2.677, -0.644, -2.111], [-2.866, 0.067, -3.290], [-4.154, 0.351, -3.731], [-5.251, -0.085, -3.003], [-5.066, -0.801, -1.826], [-3.785, -1.074, -1.377], [0.156, -0.471, -2.694], [0.425, 1.102, -2.523], [0.929, 1.403, -3.742], [1.956, -0.306, -4.981], [1.387, -1.560, -4.847], [0.555, -1.516, -3.668], [-0.982, -2.675, -1.018], [-1.421, -3.687, -1.870], [-1.396, -5.006, -1.446], [-0.953, -5.320, -0.166], [-0.543, -4.312, 0.695], [-0.558, -2.990, 0.269], [-2.002, 0.387, -3.864], [-4.299, 0.913, -4.646], [-6.253, 0.129, -3.354], [-5.926, -1.144, -1.262], [-3.626, -1.623, -0.454], [-0.390, 1.639, -2.088], [3.031, 1.383, -5.354], [1.663, 1.845, -5.519], [1.518, -2.442, -5.446], [0.077, -2.464, -3.429], [-1.798, -3.437, -2.854], [-1.730, -5.793, -2.110], [-0.946, -6.351, 0.165], [-0.223, -4.553, 1.701], [-0.268, -2.182, 0.931]],
  "forces_ev_per_angstrom": [[0.66, 1.45, -1.29], [0.14, -0.02, -0.13], [-0.48, 0.04, 0.22], [0.50, 0.00, -0.26], [0.16, -0.12, -0.07], [0.60, -0.53, 0.76], [0.06, -0.15, -0.09], [-0.11, 0.07, -0.02], [0.00, 0.02, 0.04], [0.01, -0.03, -0.01], [-0.01, 0.00, 0.02], [0.00, 0.06, 0.08], [0.19, -0.10, -0.38], [-0.16, 0.08, 0.12], [0.01, 0.04, 0.00], [-0.02, -0.02, -0.01], [-0.01, 0.02, 0.03], [0.09, 0.01, 0.02], [-0.03, -0.04, 0.05], [-0.02, 0.00, 0.00], [-0.04, 0.01, 0.03], [0.01, 0.00, 0.00], [0.02, -0.01, 0.00], [0.00, 0.01, -0.02], [-0.02, -0.05, 0.01], [0.01, 0.00, -0.07], [0.02, -0.02, -0.01], [-0.01, -0.02, 0.00], [0.01, -0.01, 0.01], [-0.03, 0.02, 0.01], [0.14, 0.11, -0.27], [-0.01, -0.06, -0.10], [0.04, 0.08, 0.06], [-0.02, -0.04, -0.11], [0.02, -0.06, 0.10], [-0.03, 0.05, -0.06], [0.01, 0.06, 0.11], [-0.06, -0.05, 0.03], [-0.27, -0.31, -0.23], [0.17, -0.04, -0.04], [-0.01, -0.02, 0.04], [-0.03, 0.00, -0.07], [0.00, 0.01, -0.02], [0.01, 0.03, 0.00], [-0.02, -0.01, -0.01], [0.01, -0.01, 0.02], [-0.18, 0.04, 0.02], [-0.01, -0.01, 0.01], [0.04, 0.02, 0.01], [0.02, 0.04, -0.02], [0.13, 0.00, -0.09], [-1.74, -0.32, -1.30], [0.76, 0.04, 0.02], [6.89, 3.04, 9.58], [1.08, 1.85, -9.11], [-3.27, -1.06, -0.72], [1.63, 0.00, 1.03], [0.35, -0.11, -0.18], [-1.39, -0.11, 1.49], [0.08, 0.12, 0.13], [0.10, -0.04, 0.05], [-0.20, -0.17, -0.01], [-0.03, 0.19, -0.53], [0.00, -0.10, 0.29], [-0.04, -0.04, -0.04], [0.00, 0.01, 0.01], [0.02, 0.02, -0.03], [-0.03, -0.02, 0.05], [0.03, 0.08, -0.12], [0.74, 0.13, 0.39], [1.46, -4.60, -1.37], [-7.37, 3.28, 1.94], [0.02, -4.44, -4.23], [-1.57, 1.65, 4.88], [0.36, -0.23, 0.03], [-0.03, 0.10, 0.08], [-0.01, -0.01, 0.12], [-0.01, -0.01, -0.04], [0.00, 0.01, 0.01], [0.01, -0.01, 0.00], [-0.02, 0.00, -0.02], [0.00, 0.00, 0.00], [0.00, -0.02, -0.01], [0.00, 0.00, 0.01], [0.01, 0.01, 0.02], [-0.06, -0.02, 0.00], [0.40, 0.22, 0.56], [1.85, -1.37, -1.03], [-1.10, 1.19, 0.06], [-0.18, 0.13, -0.30], [-0.27, 0.09, -0.13], [0.00, -0.04, -0.01], [-0.01, 0.00, 0.00], [0.01, 0.00, -0.01], [0.00, 0.02, 0.00], [0.02, -0.02, 0.01]]
}